[1]
43
Properties=species:S:1:pos:R:3:forces:R:3:nbo_charge:R:1 method="wB97M-V/def2-TZVPD" charge=+1
In 0.175 -0.227 -0.251 -1.466 -0.516 1.148 1.965
Cl -0.068 6.264 2.706 0.007 0.014 0.003 0.094
C -0.174 4.593 2.346 0.019 -0.016 0.017 -0.112
C -0.633 4.176 1.099 0.004 -0.001 -0.030 -0.059
Cl -1.060 5.317 -0.105 -0.008 -0.001 0.006 0.093
C -0.733 2.815 0.835 -0.085 0.174 0.023 -0.170
Cl -1.225 2.252 -0.736 0.252 -0.259 -0.029 0.116
C -0.380 1.846 1.773 -0.256 -0.121 0.050 0.348
O -0.478 0.554 1.504 0.531 0.390 0.074 -0.866
C 0.113 2.283 3.008 -0.038 0.050 0.043 -0.151
Cl 0.624 1.087 4.133 0.016 -0.018 -0.012 0.063
C 0.207 3.639 3.298 -0.010 0.008 -0.055 -0.058
Cl 0.809 4.144 4.818 -0.002 0.001 0.005 0.098
Cl -4.509 -1.677 -0.836 -0.144 -0.060 -0.014 0.066
C -3.374 -2.438 0.202 0.121 0.052 -0.173 -0.081
C -3.792 -3.444 1.091 -0.110 -0.040 0.045 -0.196
C -2.908 -4.061 1.924 -0.128 -0.026 -0.037 -0.038
Cl -3.447 -5.326 2.968 -0.004 -0.008 0.042 0.044
C -1.554 -3.661 1.943 0.158 0.001 0.162 -0.120
C -0.572 -4.185 2.806 0.102 0.114 -0.109 -0.067
C 0.704 -3.680 2.771 -0.026 -0.020 0.035 -0.267
C 1.000 -2.637 1.889 -0.085 -0.071 0.045 0.089
N 0.099 -2.150 1.057 1.086 0.298 -0.396 -0.556
C -1.157 -2.643 1.051 -0.182 0.138 -0.213 0.185
C -2.055 -2.053 0.116 -0.045 -0.313 0.270 0.268
O -1.632 -1.183 -0.778 1.027 1.037 -0.646 -0.793
H -4.834 -3.736 1.108 -0.006 0.034 -0.059 0.257
H -0.833 -4.977 3.494 -0.024 -0.009 -0.009 0.250
H 1.477 -4.065 3.420 -0.001 0.026 0.016 0.245
H 1.983 -2.186 1.875 0.009 -0.082 -0.015 0.197
C 3.626 1.621 1.356 0.063 -0.080 -0.102 -0.443
C 3.704 0.098 1.168 -0.111 0.081 -0.027 -0.430
C 3.303 -0.064 -0.285 0.253 -0.190 0.175 -0.076
O 2.210 0.887 -0.441 -0.836 -0.908 -0.292 -0.596
C 2.588 2.082 0.326 0.021 0.340 0.234 -0.079
H 4.593 2.073 1.140 -0.010 0.029 0.009 0.232
H 3.342 1.899 2.369 -0.040 -0.037 0.000 0.248
H 2.976 -0.399 1.813 0.033 0.044 0.031 0.207
H 4.690 -0.307 1.383 0.007 -0.004 -0.023 0.251
H 2.937 -1.056 -0.558 -0.010 0.002 -0.002 0.194
H 4.111 0.206 -0.966 -0.078 0.089 -0.044 0.213
H 1.684 2.483 0.768 0.018 -0.013 -0.007 0.219
H 2.991 2.814 -0.372 -0.020 -0.130 -0.139 0.213


[2]
40
Properties=species:S:1:pos:R:3:forces:R:3:nbo_charge:R:1 method="wB97M-V/def2-TZVPD" relative_energy_kcal_mol=0.0 charge=-1
O 4.409 1.773 -0.432 -0.475 -1.183 0.500 -0.580
C 3.568 1.244 0.202 -0.190 2.472 -0.222 0.410
Co 1.860 1.670 0.887 1.857 3.173 -1.377 -0.098
C 2.171 3.259 1.599 1.456 0.862 1.194 0.528
O 2.391 4.327 1.984 -0.598 -0.821 -0.458 -0.546
C 1.327 2.407 -0.625 -0.317 0.214 -2.207 0.547
O 1.075 2.941 -1.622 0.288 -0.444 1.586 -0.540
C 1.415 0.275 1.958 -0.460 -1.558 1.065 -0.479
C 0.329 0.832 1.339 -2.504 -0.839 0.831 -0.047
C -1.019 1.062 1.256 0.755 0.247 1.475 -0.433
C -2.085 0.093 1.179 -0.317 -0.337 0.489 -0.026
C -3.435 0.533 1.208 0.492 -0.331 -0.405 -0.176
C -4.452 -0.307 0.775 0.194 -0.308 0.114 -0.227
C -4.155 -1.624 0.386 -0.012 0.015 -0.019 -0.270
C -2.845 -2.110 0.500 -0.064 0.220 0.370 -0.202
C -1.823 -1.277 0.951 -0.539 0.218 -0.017 -0.249
Co 3.083 -0.410 1.106 1.807 -2.189 0.334 -0.099
C 4.812 -0.737 0.958 2.108 0.898 -0.273 0.575
O 5.955 -0.889 0.881 -1.671 -0.150 0.049 -0.507
C 2.564 -1.325 -0.310 -1.643 -1.506 -2.744 0.518
O 2.272 -1.930 -1.256 0.823 0.941 1.796 -0.527
C 3.303 -1.501 2.487 -0.491 -0.230 1.971 0.562
O 3.518 -2.182 3.396 -0.263 0.585 -1.316 -0.524
H 1.399 0.025 3.031 -0.277 0.265 -0.477 0.201
H -1.345 2.104 1.384 0.194 -0.249 -0.771 0.211
H -3.641 1.562 1.517 0.038 -0.264 -0.249 0.194
H -5.477 0.070 0.731 0.256 -0.198 0.026 0.200
H -4.945 -2.277 0.012 0.212 0.201 0.085 0.200
H -2.613 -3.143 0.235 -0.161 0.229 0.108 0.201
H -0.806 -1.649 1.123 -0.286 0.134 -0.314 0.208
C -0.410 -1.355 -3.101 -0.152 0.814 -0.090 -0.092
C -0.782 -0.263 -3.880 0.146 -0.486 0.661 -0.320
C -1.021 0.828 -2.994 0.227 -0.828 0.678 -0.310
C -0.783 0.370 -1.701 -0.249 -0.116 -1.740 -0.064
N -0.409 -0.949 -1.782 -0.195 0.071 -0.582 -0.513
H -0.141 -2.364 -3.383 -0.003 0.169 0.088 0.200
H -0.867 -0.250 -4.955 0.007 -0.071 0.008 0.205
H -1.331 1.827 -3.254 0.065 -0.026 0.013 0.212
H -0.889 0.903 -0.783 0.136 -0.093 0.118 0.237
H -0.177 -1.562 -1.009 -0.194 0.496 -0.296 0.417


[3]
58
Properties=species:S:1:pos:R:3:forces:R:3:nbo_charge:R:1 method="wB97M-V/def2-TZVPD" relative_energy_kcal_mol=14.9 charge=-2
Mg 0.373 0.198 0.605 0.481 0.530 -0.012 1.790
O 2.529 3.606 5.337 0.011 0.004 0.015 -0.674
C 2.097 2.955 4.211 -0.054 0.004 -0.048 0.328
C 0.979 3.394 3.510 0.017 0.022 -0.003 -0.333
C 0.601 2.681 2.389 0.011 0.024 -0.019 0.139
N 1.279 1.618 1.986 -0.193 -0.244 0.086 -0.568
C 2.349 1.196 2.645 0.102 0.111 -0.153 0.152
C 2.806 1.844 3.778 0.065 -0.016 -0.002 -0.299
C 3.017 -0.030 2.001 -0.213 -0.165 0.250 0.748
O 4.074 -0.413 2.497 0.093 0.049 -0.093 -0.686
O 2.352 -0.511 1.034 -0.209 0.066 -0.163 -0.846
C -0.597 3.019 1.494 0.000 0.030 -0.072 0.739
O -1.258 4.025 1.780 0.009 0.011 0.023 -0.726
O -0.744 2.203 0.544 -0.098 -0.111 0.092 -0.812
H 1.925 4.337 5.502 0.007 -0.005 0.000 0.471
H 0.400 4.261 3.805 -0.004 -0.002 0.003 0.226
H 3.687 1.482 4.289 -0.005 -0.003 0.004 0.245
N -1.865 3.689 -6.634 -0.009 -0.006 0.009 -0.811
C -1.268 2.752 -5.763 0.026 -0.001 0.024 0.160
C -0.407 3.181 -4.755 -0.019 0.011 -0.017 -0.299
C 0.201 2.262 -3.918 0.019 -0.012 0.028 -0.083
C -0.043 0.907 -4.080 0.065 -0.091 0.034 -0.379
C -0.895 0.471 -5.079 -0.004 0.002 -0.036 -0.136
C -1.499 1.389 -5.925 0.001 -0.009 0.001 -0.291
S 0.730 -0.254 -2.967 -0.064 0.389 -0.032 2.348
O 0.499 -1.567 -3.511 -0.057 -0.028 0.006 -0.960
O 2.085 0.195 -2.803 0.001 0.024 0.032 -0.955
N -0.021 0.008 -1.565 0.239 -0.493 0.046 -1.027
C -1.313 -0.344 -1.406 -0.221 0.094 -0.019 0.576
N -1.682 -0.315 -0.101 0.093 -0.160 0.092 -0.581
C -2.941 -0.537 0.203 -0.038 0.072 -0.042 0.124
C -3.885 -0.836 -0.770 0.012 0.009 -0.021 -0.390
C -3.411 -0.884 -2.071 -0.047 -0.006 0.016 0.101
N -2.156 -0.640 -2.412 0.102 0.024 0.013 -0.512
H -1.984 4.592 -6.201 0.000 0.003 -0.007 0.365
H -2.748 3.365 -7.001 0.001 0.003 -0.004 0.362
H -0.223 4.241 -4.621 -0.003 0.002 -0.001 0.199
H 0.862 2.588 -3.125 -0.007 0.008 0.000 0.233
H -1.085 -0.590 -5.169 -0.003 0.004 -0.007 0.244
H -2.167 1.048 -6.709 -0.003 0.001 0.000 0.193
H -3.203 -0.475 1.252 0.008 -0.008 0.004 0.202
H -4.920 -1.026 -0.526 -0.001 -0.004 -0.002 0.208
H -4.082 -1.126 -2.892 -0.008 -0.003 0.007 0.173
F -2.481 -2.451 2.465 -0.003 0.000 -0.008 -0.330
C -1.447 -3.306 2.487 0.032 -0.088 0.029 0.713
F -1.383 -3.824 3.718 -0.002 0.036 0.022 -0.322
F -1.716 -4.291 1.635 0.024 0.002 -0.017 -0.310
S 0.138 -2.429 2.039 0.036 0.136 -0.033 2.278
O 0.196 -2.466 0.608 -0.085 -0.302 -0.301 -0.937
O -0.055 -1.105 2.590 -0.159 0.183 0.175 -0.990
N 1.227 -3.194 2.821 0.085 0.053 0.002 -1.225
S 1.952 -4.501 2.299 0.010 -0.108 0.294 2.270
O 3.107 -4.274 1.497 0.054 -0.008 -0.064 -0.896
O 1.044 -5.556 1.940 -0.061 -0.036 -0.054 -0.949
C 2.613 -5.019 3.947 -0.023 -0.036 -0.039 0.710
F 1.626 -5.254 4.821 -0.023 0.003 0.010 -0.326
F 3.298 -6.166 3.796 0.004 -0.005 -0.028 -0.333
F 3.434 -4.119 4.478 0.012 0.041 -0.017 -0.309


Molecular weight readings, ordered: 665.30 468.17 734.83 Da
Gap between HOMO and LUMO readings, ordered: 5.367 6.485 7.914 eV
Strongest force on any atom readings, ordered: 0.0376 0.0764 0.0139 hartree/bohr